Density functional theory data (ωB97M-V/def2-TZVPD) for a cluster of 11 separate species, C40H111N9O13 in total.

Properties
Energy relative to the best compared isomer or geometry (same formula, charge and spin)   745.2 kJ/mol
E_HOMO   -8.43 eV
Gap between HOMO and LUMO   9.024 eV
SMILES   COC[C@H](C)N.COC[C@H](C)N.COC[C@H](C)N.COC[C@H](C)N.COC[C@H](C)N.COC[C@H](C)N.COC[C@H](C)N.COC[C@H](C)N.COC[C@H](C)N.OCCO.OCCO
Maximum force   5.930 eV/A

```
173
Properties=species:S:1:pos:R:3:lowdin_charge:R:1
H -5.07315 -0.15046 2.30511 0.13
H -0.87674 3.25176 2.02585 0.11
H 1.76944 1.53509 7.77230 0.08
H 1.60273 -1.56791 -1.90659 0.05
H 2.14717 7.02749 1.57394 0.12
C -0.57648 -6.31344 -3.13896 -0.22
H -2.75423 3.29255 -6.81302 0.07
H 4.70686 0.66162 -5.84104 0.11
H -3.24658 2.98108 -8.47417 0.07
H -0.51002 -3.49446 -3.44560 0.08
H -7.21177 3.57305 2.04239 0.07
H 1.53802 5.65238 -1.25262 0.10
C 0.35653 -0.35015 -0.88652 -0.39
C 2.05319 0.38097 6.08667 -0.43
H 0.11193 6.56226 -0.94463 0.12
O 0.38537 4.83458 0.22159 -0.21
H 2.18597 3.07677 -5.07728 0.12
H 0.59939 2.55588 5.28811 0.03
C 0.85381 -1.92053 3.39353 -0.07
H 1.00047 1.66271 3.02399 0.06
H 1.07393 4.80349 5.37206 0.14
C 1.09269 -0.25684 5.08236 -0.23
H -3.85994 -0.57765 -7.81843 0.07
H -2.71188 -0.34104 2.22794 0.09
H 1.43114 -2.61262 2.78833 0.09
H -1.12323 -4.32555 1.48282 0.09
H -3.28271 3.08661 1.88904 0.04
O 2.20994 1.94431 -3.30687 -0.24
H 2.40849 5.28735 1.29884 0.13
N 1.09169 -0.71167 -2.09951 0.07
H -4.51026 1.16825 -5.36977 0.13
N 1.84983 -5.84050 -2.75699 0.05
H 6.11510 -0.89784 -4.45167 0.12
H 3.92325 -1.98572 0.55483 0.12
O -0.56619 -7.35522 -2.17991 -0.19
H -0.61289 -4.31888 5.36683 0.13
H 0.61389 2.80040 -4.28079 0.13
C 1.38531 1.11205 -5.43274 -0.42
H 4.72527 -0.83603 -2.51254 0.04
C 2.29940 2.99220 -2.36788 -0.10
H 1.84691 -6.79374 -2.40335 0.08
H 0.38949 -1.17113 2.74127 0.08
H -2.54420 -7.88286 -2.38249 0.09
H 0.52728 -4.34704 -4.63808 0.08
C -3.42789 2.70391 -7.43693 -0.06
H 4.56021 -4.39368 -0.51332 0.12
H 0.12482 -2.48260 3.97831 0.08
O 0.69213 0.80451 1.25767 -0.19
H 0.83303 5.99861 1.05625 -0.02
C 0.21240 4.63285 4.71324 -0.41
H 0.28893 -4.99302 -1.70084 0.12
C -0.37748 -5.38500 5.28343 -0.44
H -1.01128 2.81132 4.56995 0.07
N -4.00572 0.39329 -8.06799 0.04
H 0.34596 -0.84936 5.63940 0.13
H 1.35244 3.25894 -1.88215 0.08
C -3.23853 1.20674 -7.13202 -0.45
H -0.31011 -6.71046 -4.12681 0.13
C -1.49582 3.70105 1.23603 -0.41
O 4.80758 2.23058 -4.44819 -0.06
H 1.29584 -6.75788 5.59495 0.08
H -0.60416 5.64345 1.76046 0.12
C 1.58583 2.34822 -4.51940 -0.18
H 6.30176 1.32844 -5.47994 0.12
H 0.74776 0.24004 7.64590 0.07
H -1.76781 -5.60651 3.64511 0.12
H 3.49800 -1.52662 -1.00032 0.08
H -2.16022 1.86677 0.39931 0.07
C -0.70080 -5.73547 3.85124 -0.21
H 0.59894 -4.47987 1.14140 0.06
N -0.88493 5.58523 4.89771 0.05
N 1.21765 0.97799 7.13554 0.03
O 0.13446 -4.96744 2.99225 -0.22
H 1.75753 -5.10458 5.10311 0.07
C -0.23430 3.24736 5.20303 -0.06
H 3.74946 -0.14536 7.31491 0.07
C 1.06313 -5.69928 5.70328 -0.05
H -0.51138 -6.79345 3.61797 0.13
C 5.62628 -0.02169 -4.00827 -0.23
H -1.12445 -1.22723 0.34276 0.07
H 6.03991 -2.20711 -0.03825 0.10
C 5.33498 1.07184 -5.04432 -0.25
H 0.51906 -0.22139 -4.15513 0.03
H -0.30025 -5.97036 1.21396 0.09
H -2.64579 -0.18151 -3.35985 0.09
H -2.23609 3.20034 -0.74056 0.09
C -2.68518 0.89952 -3.51342 -0.09
H 2.10865 -0.53790 0.49152 0.11
H 6.32644 0.35941 -3.25261 0.12
N -2.85253 4.00442 1.71303 0.07
H -3.63425 1.30946 -3.15934 0.09
H -2.99989 0.12896 3.94717 0.10
C -1.62919 2.75232 0.04921 -0.03
H -1.00936 5.64998 5.90427 0.07
H 3.86418 -3.80964 -1.97002 0.12
H 0.52516 0.49266 4.51566 0.09
C -3.52190 0.83106 -5.69734 -0.21
H 2.76139 3.90810 -2.75158 0.10
H 2.59709 -1.51199 7.09722 0.08
H 1.38407 6.62647 0.27681 0.04
H -4.45751 2.96176 -7.17376 0.08
H -7.97751 1.41033 1.11025 0.07
H -3.75892 0.54606 -9.03316 0.07
O 4.44193 -0.33292 -3.28322 -0.07
O 1.72207 -1.14039 4.20026 -0.20
C -0.24764 -4.96240 1.63758 -0.11
C 3.81895 -3.66948 -0.88052 -0.23
C -6.42283 2.99407 2.52024 -0.06
O -2.44643 1.23669 -4.87164 -0.22
C -2.75375 0.48240 2.94330 -0.07
O -3.74795 1.40602 2.48922 -0.24
C -6.06443 1.65690 1.84386 -0.43
H 3.93428 2.01097 -4.06975 0.04
C -1.55088 -8.32924 -2.48143 -0.11
C -0.35059 -1.58065 -0.34389 -0.04
H -1.79930 1.00254 2.99122 0.07
O 2.49038 -4.00663 -0.51920 -0.10
H -5.37804 1.00046 3.71393 0.13
H -1.55580 5.56638 0.20994 0.14
H 3.67081 -0.94837 5.79910 0.08
H 0.31999 -2.30419 0.11468 0.06
N 0.30176 0.22901 -5.03994 0.07
H -2.79623 4.47211 2.61353 0.07
H -1.90282 1.38403 -2.92904 0.07
C -0.86562 5.04215 0.87907 -0.18
C 4.15184 -2.23861 -0.48953 -0.25
H -0.65593 2.46291 -0.33950 0.05
H -0.95697 -7.02916 6.24695 0.07
O 1.48223 5.80643 3.06791 -0.13
H -6.74008 2.75099 3.53839 0.08
H -1.56830 -5.84963 -3.17284 0.13
C 1.34178 0.17468 0.17014 -0.19
H -5.65191 1.89558 0.85940 0.14
C -5.04085 0.87606 2.68002 -0.20
H 1.19142 -5.35491 6.73026 0.07
N -7.24172 0.83095 1.50051 0.02
H 2.51533 1.22161 5.56344 0.14
H -0.63388 3.29840 6.21700 0.08
H 2.20225 -4.68199 -1.15829 0.03
C 1.71651 6.03572 1.70633 -0.18
H 0.01230 1.95871 -6.82433 0.06
C 0.88324 5.96626 -0.43974 -0.15
H -1.45959 -8.69365 -3.50993 0.09
C 0.70860 4.62840 3.27796 -0.20
H -2.15193 1.08808 -7.25344 0.12
H 1.89690 2.45482 1.71898 0.09
H -3.57181 -0.26606 -5.67496 0.12
H 1.22752 -3.33170 -3.34595 0.06
H -0.33734 0.45100 -1.14029 0.11
N -1.32290 -6.08142 6.17268 0.03
C 0.47055 -5.29193 -2.73808 -0.42
H -7.65165 0.52629 2.38534 0.07
H 2.33124 0.56569 -5.42596 0.13
O 5.49176 -1.88383 -0.75783 -0.06
C 3.04328 -0.63203 6.63905 -0.06
H -0.55583 0.76985 -4.92796 0.04
H -0.92623 -2.04450 -1.15122 0.07
C 0.42928 -4.02339 -3.59901 -0.04
H -1.23172 -5.70509 7.10970 0.07
H 1.65717 2.42638 -7.23194 0.07
H -0.10231 4.63460 2.54133 0.05
H -5.52611 3.61693 2.52920 0.06
H 1.77175 0.00447 -2.34809 0.05
H 2.44332 0.88904 2.42975 0.10
H 2.11160 -5.91705 -3.73714 0.09
H 1.10648 0.75417 -7.51124 0.08
H 1.93197 0.93736 -0.36502 0.11
C 1.04866 1.61069 -6.83951 -0.06
H 1.33647 3.74909 3.08873 0.11
H -1.41495 -9.17144 -1.80908 0.09
C 1.58020 1.48428 2.11330 -0.10
H -0.63845 6.52427 4.60260 0.07
H 2.95298 2.58907 -1.58858 0.09
```

Density functional theory data (ωB97M-V/def2-TZVPD) for a cluster of 2 separate species, C5H12N2OS in total.

Properties
Energy relative to the best compared isomer or geometry (same formula, charge and spin)   254.3 kJ/mol
E_HOMO   -7.91 eV
Gap between HOMO and LUMO   8.396 eV
Maximum force   3.324 eV/A

```
21
Properties=species:S:1:pos:R:3:lowdin_charge:R:1
N -0.71614 0.02216 1.40913 -0.02
C 0.81032 1.91686 -0.32704 -0.09
H 4.05623 -1.69974 -0.28998 -0.02
C 1.28725 0.65483 0.26137 -0.63
H 2.26631 -2.05931 -0.54393 0.04
C -2.73210 0.32870 -0.48385 -0.07
H -0.03835 2.09196 0.38955 0.09
H -1.05808 1.00454 1.46698 0.06
H -3.09880 0.38155 0.60044 0.09
H 0.64504 1.86638 -1.39391 0.09
H 1.64640 2.71694 -0.14687 0.12
N 0.55642 -0.05004 1.10310 -0.13
H -2.39314 1.14803 -1.06996 0.05
O -0.54600 -0.55822 -1.13040 -0.12
C 3.08002 -1.66975 0.06101 -0.30
H 1.01527 -0.79981 1.58124 0.14
H 3.16660 -2.04345 1.09508 0.05
H -1.80432 -1.72870 0.05329 0.13
H -3.58731 -0.08422 -0.99658 0.05
C -1.50802 -0.64249 -0.33951 -0.44
S 2.94382 0.21657 -0.13123 0.91
```

Density functional theory data (ωB97M-V/def2-TZVPD) for a structure of composition C18H30N6O12S3.

Properties
Energy relative to the best compared isomer or geometry (same formula, charge and spin)   0.0 kJ/mol
E_HOMO   -11.08 eV
Gap between HOMO and LUMO   11.507 eV
Maximum force   4.837 eV/A

```
69
Properties=species:S:1:pos:R:3:lowdin_charge:R:1
S 2.70638 4.22799 -4.53769 0.61
C -3.82599 -5.38239 -2.10718 -0.30
H 3.49106 0.87820 1.89323 0.06
N 1.63118 -1.97691 0.66822 0.16
O 0.43329 0.10932 3.21623 -0.24
H -0.97257 -1.38265 -0.91148 0.02
C 4.32964 0.51691 1.34169 -0.06
O 1.65616 5.20837 -4.31408 -0.24
H -0.11639 -2.63006 -1.88989 0.08
C -3.10314 -0.80748 1.63351 -0.25
C 1.51846 3.27324 -6.48366 -0.17
C -2.91326 0.04375 2.84800 -0.04
H -3.16458 2.11143 -2.08078 0.11
N -3.42209 -1.44015 0.75345 0.15
C 1.03243 -2.71026 5.35553 -0.13
H 0.29572 -0.94619 -2.06369 0.10
O 2.19636 2.77638 -4.22211 -0.20
O 1.30979 2.53328 0.89399 -0.19
H -3.62929 0.83783 2.84112 0.07
S 1.28166 -0.52416 4.17570 0.60
H 1.64528 4.65554 0.79521 0.14
H -2.01866 -4.98392 1.58303 0.06
O 3.96332 4.46359 -3.96689 -0.19
H 2.05352 -2.83335 5.80903 0.14
H -0.38406 -4.70999 1.98322 0.10
H 3.05691 3.53215 0.58325 0.11
C 1.18086 2.45111 -5.20267 -0.15
H 0.13249 2.64869 -4.81679 0.14
O 2.75431 3.88865 -6.15783 -0.20
H 0.62487 -1.58320 7.25974 0.15
C 0.94018 -1.85811 -0.23423 -0.26
O -0.45164 1.04976 0.03171 -0.23
C -0.06308 -1.71252 -1.30848 -0.07
H 3.96212 -0.43883 1.00825 0.07
C 1.69262 3.50598 -1.06083 -0.16
O 0.36193 2.94574 -1.15587 -0.17
H 0.80221 4.06061 -6.70089 0.13
O 0.57231 -0.42552 5.61873 -0.19
H 0.57640 -3.67005 5.21807 0.12
H -3.05785 -0.54100 3.78641 0.08
C 0.29929 -1.66696 6.19099 -0.19
H 1.63424 2.50768 -7.25052 0.13
H 1.18701 1.37902 -5.41362 0.12
H 1.91802 4.32167 -1.70509 0.11
C -1.34719 -4.21664 1.82616 -0.05
H -4.12418 -3.47065 -1.19693 0.05
H -4.14894 0.64768 -2.32778 0.10
N -2.25522 -3.15610 4.02496 0.15
N -3.08524 -6.22092 -2.29995 0.13
H -5.03143 -4.71572 -0.53519 0.09
C -3.07777 0.97498 -2.16097 -0.07
H 5.17092 0.54411 2.03823 0.10
H -1.93717 0.53479 2.89049 0.06
O 1.08394 -2.11968 4.01573 -0.22
S -0.09821 2.40449 0.23135 0.48
H -0.72245 -1.72481 6.23373 0.09
N -1.57639 0.22964 -4.16231 0.13
H -1.33795 -3.47560 1.01837 0.06
O -1.02930 3.23873 0.78266 -0.18
C -1.89002 -3.55538 2.99015 -0.26
C 2.01247 3.71135 0.38330 -0.11
C -2.29489 0.64767 -3.36440 -0.27
O 2.65091 -0.23510 4.32290 -0.21
C -4.62605 -4.37257 -1.49146 -0.09
H -2.71690 0.63660 -1.20069 0.03
H -5.51203 -4.06537 -2.09064 0.09
C 4.60641 1.31612 0.21150 -0.28
N 4.81211 2.05380 -0.64876 0.16
H 2.35718 2.68543 -1.39453 0.12
```

Density functional theory data (ωB97M-V/def2-TZVPD) for a structure of composition C7H10.

Properties
Energy relative to the best compared isomer or geometry (same formula, charge and spin)   482.0 kJ/mol
E_HOMO   -7.19 eV
Gap between HOMO and LUMO   8.060 eV
Maximum force   3.314 eV/A

```
17
Properties=species:S:1:pos:R:3:lowdin_charge:R:1
C 1.21333 0.49019 -0.61679 -0.27
C -0.03056 1.23087 -0.33935 -0.16
H -1.97947 0.99035 -0.03462 0.19
H 2.65725 0.45662 0.99192 0.08
H -0.95711 1.73058 1.63323 0.12
C -0.11977 -0.05127 -1.13650 -0.21
C -1.71027 -0.05842 0.59020 -0.14
C 1.97466 -0.22472 0.47423 -0.06
C -0.80084 1.06616 0.78931 -0.13
H 1.85569 0.88521 -1.40052 0.12
H -2.43077 -0.40401 1.34065 0.11
C -1.03073 -1.03357 -0.38405 -0.14
H 2.57033 -1.02740 0.02717 0.08
H 1.31544 -0.67228 1.22965 0.08
H -0.51550 -1.87727 0.11546 0.11
H -0.25024 -0.00870 -2.21938 0.13
H -1.76144 -1.49235 -1.06060 0.10
```

Density functional theory data (ωB97M-V/def2-TZVPD) for the molecule C6H8N6.

Properties
Energy relative to the best compared isomer or geometry (same formula, charge and spin)   653.0 kJ/mol
E_HOMO (alpha / beta)   -6.75 / -7.38 eV
Gap between HOMO and LUMO (alpha / beta)   5.521 / 6.440 eV
Maximum force   4.511 eV/A

```
20
Properties=species:S:1:pos:R:3:lowdin_charge:R:1
H -1.32739 -1.21836 -2.89161 0.10
H 0.30866 1.60191 2.39963 0.13
N -1.71851 -1.98909 0.40879 -0.23
N -0.86307 -2.45943 1.25738 0.05
N -1.21332 0.43938 0.76347 0.15
C -1.94646 -0.63975 0.28783 -0.37
N -3.07696 -0.40892 -0.47155 0.02
H -1.70788 1.17519 1.27326 0.17
H -1.01547 -3.48972 1.18919 0.04
H 1.62190 0.58987 -1.19808 0.14
H 0.83989 2.64155 0.73254 0.09
C -0.45374 -1.54824 -2.29175 0.02
H 1.88660 1.66631 1.47058 0.08
C 0.74236 0.11757 -0.70342 -0.03
H -0.06349 -2.58252 -2.47351 0.11
C 0.05802 0.64631 0.47676 -0.23
N -2.80010 -2.52740 -0.36827 0.02
C 0.12714 -0.71084 -1.53133 -0.10
N -3.47776 -1.58693 -0.83733 -0.12
C 0.79479 1.71816 1.33311 -0.02
```

Density functional theory data (ωB97M-V/def2-TZVPD) for a cluster of 2 separate species, C4H10N2O2 in total.

Properties
Energy relative to the best compared isomer or geometry (same formula, charge and spin)   162.2 kJ/mol
E_HOMO   -9.95 eV
Gap between HOMO and LUMO   10.614 eV
SMILES   NC(N)=O.C=CCO
Maximum force   0.422 eV/A

```
18
Properties=species:S:1:pos:R:3:lowdin_charge:R:1
H -0.11110 0.76524 3.12982 0.06
H -3.33346 2.10028 0.34398 0.08
H -2.25437 0.88471 2.06567 0.11
N 1.94128 -0.88470 -2.44615 0.13
H 1.41172 1.23470 2.17031 0.05
C -1.86175 1.04124 1.05814 -0.27
H 1.75091 -0.71362 -3.42610 0.10
H -2.16158 0.18930 0.43742 0.12
O -2.39025 2.24367 0.48554 -0.08
O 0.29704 -2.45845 -2.61072 0.04
C 1.02851 -1.78858 -1.91523 -0.68
H 1.89571 -1.61560 -0.07026 0.09
C 0.34795 1.06155 2.19327 0.00
N 1.03733 -1.85668 -0.53948 0.14
C -0.37710 1.17895 1.09571 -0.18
H 0.57505 -2.66865 -0.16723 0.10
H 2.09824 -0.02732 -1.94137 0.08
H 0.10587 1.31396 0.13669 0.09
```

Density functional theory data (ωB97M-V/def2-TZVPD) for a cluster of 2 separate species, CH5FOP2 in total.

Properties
Energy relative to the best compared isomer or geometry (same formula, charge and spin)   326.6 kJ/mol
E_HOMO (alpha / beta)   -8.93 / -8.31 eV
Gap between HOMO and LUMO (alpha / beta)   7.864 / 8.152 eV
Maximum force   2.852 eV/A

```
10
Properties=species:S:1:pos:R:3:lowdin_charge:R:1
F -0.12377 -1.54950 3.11947 -0.49
O -0.94551 1.80556 0.61455 -0.48
H 1.06008 0.02713 -1.31439 -0.03
P 0.14373 -0.01180 2.57302 0.63
H -0.26475 -0.82999 -0.67332 -0.10
H -1.36806 1.86739 -0.27906 0.06
H -2.24484 1.12415 2.26267 -0.15
P -1.54796 0.45428 1.37344 0.49
C 0.75287 -0.80762 -0.79715 0.07
H 1.01251 -1.84328 -0.73491 0.00
```

Density functional theory data (ωB97M-V/def2-TZVPD) for the molecule C3H10N4S.

Properties
Energy relative to the best compared isomer or geometry (same formula, charge and spin)   337.0 kJ/mol
E_HOMO   -7.82 eV
Gap between HOMO and LUMO   7.896 eV
SMILES   [H]/N=C(\NS)NCCN
Maximum force   5.760 eV/A

```
18
Properties=species:S:1:pos:R:3:lowdin_charge:R:1
H -1.67516 -0.50283 -0.19411 0.16
H -0.85601 2.36559 0.10862 0.09
N 1.25725 1.63309 -1.67777 -0.08
C -1.04166 1.60219 -0.59695 -0.22
H 1.65393 2.55532 -1.03631 0.16
H 1.32994 0.69281 -0.90822 0.13
C 0.25278 0.10718 0.67031 -0.67
H -0.32699 2.66099 -2.36499 0.05
N -0.89973 0.32097 -0.10438 -0.03
H 1.53058 0.40632 1.81100 0.04
S -0.53646 -2.51696 0.78298 0.67
C -0.08828 1.76847 -1.97862 -0.32
H -0.70365 -2.46083 2.37212 -0.01
N 1.00883 1.02088 1.17311 0.09
H -2.02595 1.76444 -1.05560 0.11
H 1.80262 -1.42579 0.98192 0.23
N 0.58291 -1.22781 0.88027 -0.49
H -0.52781 1.11841 -2.70917 0.09
```